1) ORCA calculation (ωB97M-V with the def2-TZVPD basis set) on one molecule with the formula C4H7P.

```
! wB97M-V def2-TZVPD RIJCOSX def2/J DEFGRID3
* xyz 0 1
C 0.68939 0.11899 -1.62001
C 0.67766 1.56108 -1.02860
C -0.57616 -1.75660 2.05796
C -0.28673 0.44903 -0.54567
P -0.52231 -0.25901 1.07318
H 0.16159 0.22060 -2.51088
H 1.51789 -0.54167 -1.49271
H 1.35990 1.96768 -0.38224
H 0.19903 2.25024 -1.74394
H -0.08569 -2.57970 1.79483
H -1.47459 -1.74350 2.71569
H -1.65998 0.31287 1.68240
*
```

Output
- E_LUMO: -0.08 eV
- SMILES string: C=[PH]=C1CC1
- E_HOMO: -7.49 eV

=====

2) ORCA calculation (ωB97M-V with the def2-TZVPD basis set) on a 2-piece molecular cluster, C4H7P overall.

```
! wB97M-V def2-TZVPD RIJCOSX def2/J DEFGRID3
* xyz 0 1
C 1.31257 -0.27237 -0.41933
C -1.16636 -0.35427 -0.23339
C -0.69648 0.93746 0.27066
C 0.12826 0.25920 -0.83693
P 2.82214 -0.02919 -1.01310
H 0.86068 -1.25001 1.01411
H -0.96966 -1.23627 0.29997
H -1.99183 -0.48584 -0.95817
H -1.24439 1.90274 -0.07505
H -0.18550 1.04666 1.13488
H 0.16120 0.66929 -1.88397
H 3.63229 -0.63794 0.03266
*
```

Output
- E_LUMO: 0.18 eV
- E_HOMO: -8.63 eV

=====

Top of the stability list: 2), leading by 15.3 kJ/mol.

=====

1) ORCA calculation (ωB97M-V with the def2-TZVPD basis set) on a 2-piece molecular cluster, C4H11N2O overall.

```
! wB97M-V def2-TZVPD RIJCOSX def2/J DEFGRID3
* xyz 0 2
N -2.02901 -0.86253 3.09381
C -2.19010 -0.95358 1.78686
N -1.32684 -0.57204 0.87687
H -1.14927 -0.53138 3.50088
H -2.85564 -1.02827 3.66941
H -3.16752 -1.19487 1.36440
H -1.46506 -0.88810 -0.09143
H -0.46778 -0.00839 1.09006
C 1.85475 0.19081 -0.13973
C 1.60573 0.05093 -1.64253
C 1.08508 1.09634 -2.34364
O 0.75145 0.94638 -3.67530
H 2.86846 0.51761 0.10617
H 1.19914 0.93484 0.32067
H 1.73986 -0.79584 0.35615
H 1.80911 -0.84165 -2.24565
H 1.01517 2.12644 -1.95304
H 0.72246 1.81330 -4.07396
*
```

Output
- E_LUMO (alpha / beta): 0.86 / 0.84 eV
- ⟨S²⟩: 0.753
- E_HOMO (alpha / beta): -3.79 / -8.65 eV

=====

2) ORCA calculation (ωB97M-V with the def2-TZVPD basis set) on a 2-piece molecular cluster, C4H11N2O overall.

```
! wB97M-V def2-TZVPD RIJCOSX def2/J DEFGRID3
* xyz 0 2
C -0.67381 -0.99263 2.07378
C -1.39068 0.14685 1.33727
C 0.02620 2.11670 0.99585
N -0.42902 0.99229 0.59332
H -0.09936 -1.63012 1.42074
H -0.00406 -0.57201 2.83655
H -1.43165 -1.64212 2.56331
H -2.11489 -0.20295 0.60946
H -1.93145 0.79581 2.06120
H 0.78016 2.63610 0.41682
H -0.39596 2.55287 1.93162
H -0.09654 0.59939 -0.29935
C 1.02840 -0.63644 -2.13815
N -0.24861 -0.70983 -1.58379
O 2.05942 -0.72135 -1.48255
H 1.04914 -0.44958 -3.22301
H -1.01738 -0.70362 -2.26361
H -0.41070 -1.39700 -0.87249
*
```

Output
- E_LUMO (alpha / beta): 0.62 / 0.61 eV
- ⟨S²⟩: 0.753
- E_HOMO (alpha / beta): -4.81 / -10.25 eV

=====

3) ORCA calculation (ωB97M-V with the def2-TZVPD basis set) on a 2-piece molecular cluster, C4H11N2O overall.

```
! wB97M-V def2-TZVPD RIJCOSX def2/J DEFGRID3
* xyz 0 2
O 1.53000 0.32341 1.14828
C 0.59906 0.94845 0.66592
C -0.61540 0.36396 0.19853
C -1.34267 1.02028 -0.91680
C -0.93902 0.47235 -2.28428
N -1.31648 -0.91093 -2.42392
N 2.18557 -1.31139 3.70052
H 0.74505 2.03299 0.51102
H -1.04201 -0.52890 0.63768
H -2.42179 1.01217 -0.74336
H -1.05500 2.07996 -0.92243
H -1.53148 1.00264 -3.02638
H 0.11455 0.76089 -2.41514
H -0.98960 -1.52317 -1.69669
H -1.29770 -1.31295 -3.34263
H 2.05086 -2.31203 3.67482
H 2.83784 -1.12286 4.44424
H 2.48821 -0.99486 2.79061
*
```

Output
- E_LUMO (alpha / beta): 1.06 / -1.15 eV
- ⟨S²⟩: 0.764
- E_HOMO (alpha / beta): -8.96 / -9.37 eV

=====

Top of the stability list: 3), leading by 24.1 kJ/mol.

=====

1) ORCA calculation (ωB97M-V with the def2-TZVPD basis set) on a 2-piece molecular cluster, C10H11NOS overall.

```
! wB97M-V def2-TZVPD RIJCOSX def2/J DEFGRID3
* xyz 0 1
C -1.00504 -0.57006 1.73289
C 0.91918 0.81213 -1.38600
C 0.03901 1.67365 -0.75366
C 2.00502 0.37472 -0.65648
C 0.16408 2.02085 0.62524
C 2.24003 0.79667 0.63913
C 1.36671 1.54479 1.30021
C 0.19754 -1.92077 0.19650
C -2.05051 -1.01249 -0.40821
C -0.83850 -1.17747 0.46379
N -1.03945 -0.17073 2.82767
O 0.00614 2.41332 3.38364
S 1.59238 1.87185 2.96085
H 0.94239 0.38121 -2.43889
H -0.93588 2.02353 -1.34079
H 2.67655 -0.24096 -1.05743
H -0.48673 2.72988 1.12573
H 3.17760 0.42298 1.08640
H 0.29120 -2.07632 -0.89759
H -0.14382 1.69068 3.98423
H 1.05559 -1.83396 0.87398
H -1.97517 -0.00195 -0.69634
H -2.91843 -1.24055 0.26020
H -1.94011 -1.72342 -1.33467
*
```

Output
- E_LUMO: 0.56 eV
- SMILES string: OSc1ccccc1.C=C(C)C#N
- E_HOMO: -8.23 eV

=====

2) ORCA calculation (ωB97M-V with the def2-TZVPD basis set) on a 2-piece molecular cluster, C10H11NOS overall.

```
! wB97M-V def2-TZVPD RIJCOSX def2/J DEFGRID3
* xyz 0 1
C 3.59367 -0.02264 0.04125
C 3.50750 1.35817 -0.02678
C 2.60778 -0.80653 -0.53390
C 2.43661 1.95478 -0.67034
C 1.54122 -0.21097 -1.18546
C 1.45916 1.16890 -1.25650
C -2.51693 0.38394 0.69093
C -3.12751 -0.49196 -0.15901
C -2.25892 1.51663 -0.12737
C -3.66074 -1.86087 0.03675
N -2.68018 1.31241 -1.34962
O -3.22207 0.06995 -1.37513
S -1.48006 3.00323 0.33407
H 4.43031 -0.48800 0.54126
H 4.27725 1.96863 0.42158
H 2.67284 -1.88407 -0.47480
H 2.36253 3.03140 -0.71965
H 0.77446 -0.82050 -1.64124
H -2.28342 0.26100 1.72708
H -3.33866 -2.50361 -0.78021
H -4.74900 -1.85027 0.04245
H -3.30734 -2.26366 0.98148
H 0.62390 1.63313 -1.76044
H -1.15700 2.57607 1.55806
*
```

Output
- E_LUMO: 0.69 eV
- SMILES string: Cc1cc(S)no1.c1ccccc1
- E_HOMO: -9.06 eV

=====

Top of the stability list: 2), leading by 164.2 kJ/mol.

=====

1) ORCA calculation (ωB97M-V with the def2-TZVPD basis set) on a 2-piece molecular cluster, C4H14N overall.

```
! wB97M-V def2-TZVPD RIJCOSX def2/J DEFGRID3
* xyz 2 2
C 1.39156 -0.56741 1.36096
C -0.88150 1.61113 -0.90046
C 0.36902 1.04663 -0.29525
C 0.26999 0.39775 1.03828
H 1.38969 -1.41518 0.66542
H 1.30020 -0.94157 2.37963
H 2.38244 -0.10010 1.27873
H -0.66280 2.04492 -1.87518
H -1.34136 2.40213 -0.28980
H -1.67554 0.86760 -1.05071
H 1.12165 1.89136 -0.10859
H 0.90079 0.40600 -1.03366
H 0.29253 1.25265 1.80192
H -0.73504 -0.01412 1.28435
N -0.90592 -1.94448 -0.93690
H -0.29075 -2.69632 -1.27279
H -1.88249 -2.18397 -1.14419
H -0.74839 -1.83040 0.06614
H -0.64349 -1.06855 -1.38995
*
```

Output
- E_LUMO (alpha / beta): -7.88 / -14.90 eV
- ⟨S²⟩: 0.753
- E_HOMO (alpha / beta): -21.39 / -21.18 eV

=====

2) ORCA calculation (ωB97M-V with the def2-TZVPD basis set) on a 2-piece molecular cluster, C4H14N overall.

```
! wB97M-V def2-TZVPD RIJCOSX def2/J DEFGRID3
* xyz 2 2
C -1.35454 -1.50795 0.82963
C -1.30082 -1.48795 -0.70374
N 0.02363 -1.21324 1.45079
H -1.96728 -0.65995 1.11791
H -1.69675 -2.44737 1.18691
H -1.40403 -0.46876 -1.06838
H -2.08064 -2.16168 -1.03539
H 0.11398 -0.31482 1.90358
H 0.39144 -1.94194 2.07037
H 0.65775 -1.24882 0.64854
H -0.37525 -1.89857 -1.12269
C 1.50401 1.93469 -1.24651
C 0.74446 1.86500 0.00442
H 0.91166 1.52153 -2.13443
H 1.62768 2.91119 -1.80950
H 2.53242 1.58599 -1.11619
H 0.87674 0.87341 0.47418
H -0.32834 1.98820 -0.14422
H 1.12389 2.67102 0.69471
*
```

Output
- E_LUMO (alpha / beta): -7.25 / -15.03 eV
- ⟨S²⟩: 0.753
- E_HOMO (alpha / beta): -20.89 / -20.89 eV

=====

Top of the stability list: 1), leading by 37.5 kJ/mol.